No. 1
{"formula": "C40H39ClIN3O2RuSSiTe", "method": "the ωB97M-V functional and the def2-TZVPD basis", "homo_ev": -7.44, "total_charge": 0, "multiplicity": 1, "e_tot_ha": -3670.94692, "e_lumo_ev": -1.3015, "gap_ev": 6.141, "de_lowest_ev": 0.000, "elements": ["Ru", "C", "Si", "C", "C", "C", "C", "C", "C", "N", "C", "S", "H", "H", "H", "H", "H", "H", "H", "H", "H", "H", "H", "H", "Cl", "C", "C", "C", "I", "C", "O", "C", "N", "C", "C", "C", "C", "H", "H", "H", "H", "C", "C", "C", "C", "C", "C", "Te", "N", "C", "O", "C", "C", "C", "C", "C", "C", "C", "C", "C", "C", "C", "C", "C", "C", "C", "C", "H", "H", "H", "H", "H", "H", "H", "H", "H", "H", "H", "H", "H", "H", "H", "H", "H", "H", "H", "H", "H", "H", "H"], "xyz": [[2.4052, 0.6948, -0.3949], [-1.7596, 4.2537, -0.5041], [-1.7625, 3.8632, 1.3186], [-3.4042, 3.0962, 1.7874], [-1.4674, 5.4142, 2.3227], [-0.4367, 2.6006, 1.8051], [-0.5046, 2.0229, 3.0754], [0.3536, 1.0083, 3.4808], [1.2861, 0.5395, 2.5757], [1.3779, 1.0844, 1.3685], [0.5721, 2.0962, 0.9877], [1.0053, 2.4429, -0.6854], [-2.6083, 4.9117, -0.7106], [-1.8736, 3.3560, -1.1132], [-0.8513, 4.7634, -0.8264], [-4.2187, 3.7934, 1.5760], [-3.4586, 2.8422, 2.8480], [-3.5888, 2.1799, 1.2194], [-2.2454, 6.1541, 2.1211], [-0.5033, 5.8668, 2.0828], [-1.4807, 5.2015, 3.3940], [-1.2680, 2.3587, 3.7694], [0.2770, 0.5654, 4.4633], [1.9506, -0.2900, 2.7831], [8.9024, 2.3742, -1.5485], [7.2463, 1.8841, -1.7457], [6.8179, 1.3928, -2.9457], [5.4890, 0.9755, -3.1358], [4.8944, 0.2098, -4.9682], [4.5563, 1.0344, -2.1134], [3.3208, 0.6453, -2.2159], [5.0196, 1.5855, -0.8729], [4.0820, 1.6819, 0.1186], [4.4185, 2.1156, 1.3152], [5.7244, 2.5208, 1.6071], [6.6808, 2.4630, 0.6289], [6.3492, 1.9943, -0.6572], [7.5166, 1.3187, -3.7677], [3.6295, 2.1609, 2.0528], [5.9591, 2.8680, 2.6028], [7.6981, 2.7685, 0.8321], [-7.6419, -0.2315, 1.3062], [-6.1637, -0.3958, 1.0798], [-5.5174, 0.2583, 0.0392], [-4.1530, 0.1145, -0.1807], [-3.5394, 0.8361, -1.3506], [-3.3969, -0.7130, 0.6687], [-1.2953, -0.8516, 0.3717], [1.6823, -1.0303, -0.2542], [2.7981, -1.6883, -0.1462], [3.8047, -0.8908, 0.0407], [2.9179, -3.1541, -0.2273], [1.7837, -3.9436, -0.0595], [1.8860, -5.3200, -0.1757], [3.1146, -5.9031, -0.4589], [4.2440, -5.1125, -0.6261], [4.1488, -3.7345, -0.5091], [-1.4439, -2.0394, -1.3765], [-2.1353, -3.2434, -1.2506], [-2.3066, -4.0850, -2.3365], [-1.7706, -3.7251, -3.5650], [-1.0816, -2.5308, -3.6898], [-0.9010, -1.6654, -2.6087], [-0.1358, -0.3871, -2.8154], [-4.0349, -1.3840, 1.7213], [-3.3380, -2.3194, 2.6793], [-5.4059, -1.2113, 1.9036], [-8.0718, 0.4803, 0.6025], [-7.8471, 0.1254, 2.3168], [-8.1639, -1.1822, 1.1842], [-6.0915, 0.8988, -0.6221], [-4.2873, 1.4407, -1.8631], [-3.1229, 0.1273, -2.0694], [-2.7182, 1.4844, -1.0369], [0.8329, -3.4695, 0.1533], [1.0074, -5.9392, -0.0486], [3.1916, -6.9789, -0.5523], [5.1972, -5.5714, -0.8542], [5.0141, -3.0977, -0.6397], [-2.5546, -3.5180, -0.2892], [-2.8513, -5.0136, -2.2226], [-1.8892, -4.3722, -4.4247], [-0.6660, -2.2503, -4.6507], [-0.0298, -0.1724, -3.8786], [0.8690, -0.4599, -2.3957], [-0.6283, 0.4577, -2.3314], [-2.2556, -2.2478, 2.6250], [-3.6125, -3.3548, 2.4610], [-3.6503, -2.1130, 3.7042], [-5.8912, -1.7358, 2.7216]], "mulliken_charge": [0.1331, -1.0581, 0.1198, -0.6370, -1.1929, 0.6526, -0.2678, -1.2886, -0.6810, 0.5553, 0.5135, -0.4408, 0.3820, 0.3525, 0.3817, 0.4152, 0.3230, -0.0429, 0.3176, 0.3408, 0.3340, 0.3201, 0.4290, 0.6035, -0.2737, 0.4871, -0.4342, -0.3688, 0.0441, 0.5943, -0.5017, 0.4564, 0.1440, -0.2032, -1.1331, -0.6254, -0.0181, 0.4151, 0.4764, 0.4302, 0.4365, -1.6404, 0.5783, -0.4943, -0.1007, -1.1633, 0.2094, 0.7104, 0.5231, 0.1158, -0.6869, 0.2221, -0.2679, -0.8225, -0.3375, -0.6544, -0.4214, 0.4661, -0.8061, -0.8195, -0.6112, -0.6377, 0.8886, -1.1275, 1.0363, -2.0241, -0.5538, 0.3440, 0.3514, 0.3533, 0.2963, 0.4875, 0.2319, -0.1223, 0.5087, 0.4123, 0.3897, 0.3980, 0.4555, 0.4876, 0.4332, 0.3882, 0.4077, 0.5213, 0.2126, -0.1466, 0.2343, 0.3305, 0.5156, 0.4380]}

***

No. 2
{"formula": "C30H65N6O7", "method": "the ωB97M-V functional and the def2-TZVPD basis", "homo_ev": -11.31, "total_charge": 1, "multiplicity": 1, "e_tot_ha": -2036.34351, "e_lumo_ev": -3.5984, "gap_ev": 7.709, "elements": ["C", "C", "C", "C", "C", "C", "C", "C", "C", "C", "C", "N", "C", "N", "C", "N", "C", "C", "O", "C", "O", "C", "C", "C", "C", "O", "C", "N", "N", "O", "C", "C", "N", "C", "C", "C", "O", "H", "H", "H", "H", "H", "H", "H", "H", "H", "H", "H", "H", "H", "H", "H", "H", "H", "H", "H", "H", "H", "H", "H", "H", "H", "H", "H", "H", "H", "H", "H", "H", "H", "H", "H", "H", "H", "H", "H", "H", "H", "H", "H", "H", "H", "H", "H", "H", "H", "H", "H", "H", "H", "C", "C", "O", "H", "H", "H", "H", "H", "H", "C", "C", "O", "H", "H", "H", "H", "H", "H"], "xyz": [[5.1262, 4.1781, 2.5977], [5.1213, 3.0982, 1.3355], [3.8120, 3.4091, 0.3478], [3.6091, 2.2431, -0.7894], [2.9727, 2.8187, -2.2226], [2.7998, 1.5061, -3.1932], [1.3790, 1.4415, -4.0128], [0.0426, 1.5498, -3.0589], [-0.7381, 0.0716, -3.0247], [0.0391, -0.9863, -2.0355], [-1.0046, -1.9766, -1.1826], [-1.1106, -1.4851, 0.2408], [-1.5764, -0.0298, 0.3024], [-1.6401, 0.2379, 1.7901], [-1.2252, -1.0650, 2.4576], [-1.2102, -1.1807, 3.8209], [-1.6438, 0.0694, 4.6152], [-0.4685, 1.2241, 4.6825], [-0.7631, 2.3920, 3.8047], [-1.8677, 3.2001, 4.3471], [-1.8364, 3.9089, 5.4884], [-3.2735, 3.2737, 3.4607], [-3.0574, 4.0334, 1.9957], [-0.8716, -2.4006, 4.6385], [0.6445, -2.2295, 5.2881], [0.5305, -2.6117, 6.7351], [1.7800, -3.1967, 4.6112], [2.9426, -2.3410, 4.1593], [-0.8588, -2.1447, 1.4664], [-0.4646, -3.4188, 1.5927], [0.8834, -3.6647, 1.0718], [1.8947, -2.3792, 1.0734], [3.3686, -2.7102, 1.1141], [3.7646, -3.7935, 0.1375], [3.5495, -3.4010, -1.4504], [2.5082, -4.3801, -2.2578], [4.8737, -3.5592, -2.1391], [5.0318, 3.5632, 3.5893], [6.1370, 4.7884, 2.6596], [4.2341, 4.9311, 2.4384], [6.1464, 3.2366, 0.7690], [5.1167, 1.9840, 1.7389], [2.8687, 3.3514, 1.0618], [3.9661, 4.4877, -0.0880], [4.6229, 1.6685, -1.0028], [2.8499, 1.4301, -0.3754], [1.9869, 3.4332, -2.0494], [3.8282, 3.4866, -2.7178], [2.9426, 0.5111, -2.5578], [3.6760, 1.5161, -3.9960], [1.3926, 2.2124, -4.9122], [1.3305, 0.3636, -4.5237], [-0.6734, 2.3772, -3.5216], [0.2789, 1.9215, -1.9508], [-1.8444, 0.3173, -2.7001], [-0.7796, -0.2719, -4.1553], [0.8317, -1.6624, -2.6135], [0.6944, -0.3204, -1.2931], [-0.7041, -3.1022, -1.3012], [-2.0953, -1.8690, -1.6543], [-1.8378, 0.7315, -0.5470], [-1.8764, -0.2223, 5.7493], [-2.6802, 0.4952, 4.2032], [0.5104, 0.7289, 4.2159], [-0.2233, 1.5425, 5.7901], [-4.0964, 3.8227, 4.1204], [-3.7019, 2.2069, 3.2088], [-3.8502, 3.5288, 1.2612], [-1.9898, 3.7600, 1.5370], [-3.2137, 5.1956, 2.1081], [-1.0575, -3.4313, 4.1218], [-1.6069, -2.3789, 5.5799], [0.9938, -1.0945, 5.3077], [1.3570, -2.2950, 7.2205], [2.2022, -3.8835, 5.4918], [1.3609, -3.9333, 3.8050], [2.6692, -1.3587, 3.9392], [3.7696, -2.4034, 4.7919], [0.7409, -4.1356, -0.0158], [1.3644, -4.5489, 1.7137], [1.7102, -1.7812, 0.0564], [1.6912, -1.5999, 1.9371], [3.8512, -1.8279, 0.7716], [4.9421, -3.9403, 0.2707], [3.3060, -4.8655, 0.3937], [3.2487, -2.2740, -1.6254], [1.3670, -4.0916, -2.1026], [2.6560, -5.5305, -2.0536], [2.6977, -4.2419, -3.4283], [4.7927, -3.1486, -3.0521], [-6.2788, -1.3411, -2.3308], [-4.8137, -1.1577, -2.6682], [-4.6819, -0.4046, -3.8647], [-6.8000, -1.8542, -3.1457], [-6.3977, -1.9237, -1.4131], [-6.7702, -0.3716, -2.1991], [-4.3315, -2.1278, -2.8206], [-4.2882, -0.6338, -1.8639], [-5.1058, 0.4581, -3.7162], [-5.0166, 3.2197, -6.4286], [-6.1120, 2.2590, -6.8424], [-5.5640, 0.9704, -7.0775], [-4.2482, 3.2849, -7.2059], [-5.4221, 4.2191, -6.2479], [-4.5193, 2.8709, -5.5176], [-6.5916, 2.5995, -7.7648], [-6.8778, 2.1784, -6.0648], [-5.1479, 0.6735, -6.2500]], "mulliken_charge": [-0.8736, -0.2580, -0.5511, -0.0169, -0.6477, 0.0946, -0.7525, -0.3805, -0.4814, 0.6095, -0.1615, 0.3475, -0.2975, -0.1066, 0.2019, 0.1322, -0.7052, -0.4088, -0.2577, 0.4589, -0.5554, -0.2393, -0.8302, -0.9961, 0.5261, -0.6172, -0.3072, -0.3737, 0.2525, -0.3517, -1.0336, 0.9293, -0.1178, -0.8778, 1.5464, -0.9023, -0.6123, 0.2255, 0.2632, 0.2946, 0.2491, 0.1722, 0.1546, 0.2753, 0.2872, -0.1877, 0.2715, 0.3170, -0.4309, 0.4153, 0.3487, 0.3288, 0.3182, 0.1860, -0.1760, 0.4161, 0.2315, -0.3941, 0.2919, -0.1650, 0.1992, 0.3402, 0.3858, 0.1129, 0.3736, 0.3415, 0.1758, 0.2320, 0.1953, 0.3135, 0.4032, 0.4091, 0.1559, 0.3442, 0.4519, -0.1533, 0.1365, 0.2512, 0.1574, 0.5535, -0.3890, -0.3367, 0.3696, 0.3776, 0.2193, -0.7203, 0.0595, 0.2432, 0.3476, 0.3658, -1.3117, 0.1775, -0.4622, 0.3155, 0.3765, 0.3629, 0.2506, 0.0214, 0.2666, -0.8360, -0.2603, -0.4972, 0.2598, 0.3197, 0.2002, 0.3003, 0.2426, 0.2800]}

***

No. 3
{"formula": "BH44NiO20", "method": "the ωB97M-V functional and the def2-TZVPD basis", "homo_ev": [-12.58, -12.58], "total_charge": 1, "multiplicity": 3, "s_squared": 2.00, "e_tot_ha": -3064.08705, "e_lumo_ev": [-2.9724, -2.9773], "gap_ev": [9.608, 9.603], "de_lowest_ev": 0.225, "elements": ["Ni", "B", "H", "H", "H", "H", "O", "H", "H", "O", "H", "H", "O", "H", "H", "O", "H", "H", "O", "H", "H", "O", "H", "H", "O", "H", "H", "O", "H", "H", "O", "H", "H", "O", "H", "H", "O", "H", "H", "O", "H", "H", "O", "H", "H", "O", "H", "H", "O", "H", "H", "O", "H", "H", "O", "H", "H", "O", "H", "H", "O", "H", "H", "O", "H", "H"], "xyz": [[-0.3009, -0.3046, 0.4803], [-0.1284, -1.0788, -1.4973], [0.3883, -1.6031, -0.7084], [0.3914, -0.1459, -1.6515], [-0.0936, -1.6855, -2.3889], [-1.1407, -0.8110, -1.2367], [3.1124, 2.5606, -0.7294], [3.2007, 2.9211, -1.6117], [3.7569, 1.8539, -0.6933], [-1.9957, 0.7971, 0.3546], [-2.6075, 1.1152, 1.0185], [-2.4935, 0.8226, -0.4625], [-0.0715, -4.1886, 0.8274], [0.3009, -4.7318, 1.5220], [0.6212, -4.1327, 0.1691], [2.6771, 4.7160, 0.7941], [1.9897, 4.0690, 0.6355], [3.4813, 4.2888, 0.4994], [2.9549, -3.2046, 1.9528], [3.2815, -4.0797, 1.7439], [3.4746, -2.9284, 2.7078], [0.5785, 1.6214, 0.1303], [1.4671, 1.7791, -0.1885], [0.2030, 2.4955, 0.2365], [-0.3483, 0.5324, 2.4654], [-0.4170, 0.0424, 3.2848], [-0.4328, 1.4494, 2.7264], [-4.0328, 1.6192, 2.1930], [-4.3428, 0.9478, 2.8008], [-4.4083, 1.3703, 1.3485], [0.1693, -0.7865, 4.6198], [-0.3344, -0.5162, 5.3875], [1.0803, -0.6136, 4.8575], [-0.0424, 3.9664, 0.9588], [-0.1180, 4.7882, 1.4437], [-0.6494, 4.0639, 0.2251], [0.0568, 2.3712, -3.9045], [0.1319, 2.6741, -4.8095], [-0.4540, 1.5639, -3.9633], [-1.1547, -0.0530, -4.0038], [-2.0352, 0.0355, -3.6388], [-0.6134, -0.3230, -3.2619], [-1.3581, -1.9303, 1.2551], [-2.1893, -2.1053, 1.6964], [-1.0573, -2.7898, 0.9602], [1.5042, -0.9413, 1.3101], [1.5047, -0.8108, 2.2584], [2.0910, -1.6844, 1.1698], [-0.7724, 4.0989, -1.7396], [-1.1233, 4.7939, -2.2965], [-0.8148, 3.3118, -2.2827], [-3.2944, 1.4275, -2.2568], [-3.8361, 0.8342, -2.7773], [-3.6231, 2.3011, -2.4690], [-1.2670, -3.5192, 4.7115], [-1.0412, -2.5925, 4.7921], [-0.4330, -3.9550, 4.5360], [4.1837, -1.3511, -1.2359], [4.7680, -2.1088, -1.2105], [3.5294, -1.5746, -1.8979], [-2.2593, -3.1185, -2.0035], [-1.6219, -2.4062, -1.9527], [-3.1074, -2.6781, -2.0592], [2.0332, -2.3717, -3.0510], [1.3724, -2.3269, -2.3599], [1.7098, -1.7805, -3.7308]], "lowdin_spin": [1.8095, 0.0123, 0.0062, -0.0001, 0.0077, 0.0045, 0.0004, 0.0000, 0.0000, 0.0290, 0.0022, 0.0003, 0.0006, 0.0000, 0.0001, 0.0000, 0.0000, 0.0000, 0.0006, 0.0000, 0.0001, 0.0279, 0.0003, 0.0011, 0.0264, 0.0008, 0.0011, 0.0009, 0.0000, 0.0001, 0.0007, 0.0000, 0.0000, 0.0008, 0.0001, 0.0000, 0.0000, 0.0000, 0.0000, 0.0002, 0.0000, 0.0001, 0.0303, 0.0028, 0.0001, 0.0285, 0.0011, 0.0009, 0.0000, 0.0000, 0.0000, 0.0004, 0.0000, 0.0000, 0.0001, 0.0000, 0.0000, 0.0001, 0.0000, 0.0000, 0.0004, 0.0002, 0.0000, 0.0005, 0.0003, 0.0001]}

***

No. 4
{"formula": "C6H15NS", "method": "the ωB97M-V functional and the def2-TZVPD basis", "homo_ev": -8.37, "total_charge": 0, "multiplicity": 1, "e_tot_ha": -690.48684, "e_lumo_ev": 0.8990, "gap_ev": 9.271, "de_lowest_ev": 1.486, "smiles": "CCNCCCCS", "elements": ["C", "C", "C", "S", "C", "N", "C", "C", "H", "H", "H", "H", "H", "H", "H", "H", "H", "H", "H", "H", "H", "H", "H"], "xyz": [[-1.1806, -0.7358, 0.2837], [-0.9799, -1.8165, -0.7973], [0.4987, -2.0064, -1.2185], [0.8026, -1.1485, -2.7387], [-0.0913, 0.3101, 0.4714], [-0.6979, 1.3985, 1.3008], [0.3311, 2.3563, 1.8208], [0.2541, 2.6872, 3.2731], [-2.1410, -0.2156, -0.0402], [-1.3563, -1.1281, 1.2991], [-1.5381, -1.3678, -1.6505], [-1.3166, -2.8067, -0.5077], [1.1172, -1.5993, -0.4267], [0.7747, -3.0726, -1.0921], [2.1627, -1.3109, -2.9538], [0.6611, -0.2413, 1.1312], [0.3744, 0.7330, -0.4242], [-1.3610, 1.0062, 1.9483], [0.1198, 3.2551, 1.2272], [1.3371, 2.0496, 1.4964], [-0.6838, 2.4558, 3.7763], [0.1667, 3.7703, 3.5023], [1.0535, 2.2180, 3.7960]], "mulliken_charge": [-0.7015, -0.6345, -0.5201, -0.2783, -0.4202, -0.3993, -0.3181, -1.1175, 0.3060, 0.2871, 0.2793, 0.2667, 0.2996, 0.3962, 0.1342, 0.2678, 0.3663, 0.2678, 0.2925, 0.3088, 0.3426, 0.2942, 0.2804]}